Here is C29H39FeN4OS2SbSi as an isolated structure in a non-equilibrium geometry from OMol25. Energies are from ωB97M-V with the def2-TZVPD basis set.

frontier orbital gap (spin up / spin down) = 5.579 / 6.748 eV
total charge = +1
<S²> = 8.77
2S+1 = 6
electronic energy = -4011.9751 Ha

Each line ends with the Löwdin charge.
Element x y z (Å)
Sb  -2.7170  -0.3966  3.4091  1.384
Fe  0.0000  0.0000  0.0000  0.325
S  -1.7670  -0.4104  -1.4842  0.783
S  -1.4567  -0.2872  1.8138  0.461
Si  2.6041  -0.7928  0.3382  0.336
O  -0.4013  1.8399  -0.0310  -0.106
N  -2.3760  1.4196  0.9770  -0.063
N  -3.3125  -1.8173  -3.0596  0.096
N  -1.8090  3.5388  0.4428  0.191
N  -3.8828  0.4677  -2.8988  0.118
C  -1.6402  0.5398  5.0238  -0.310
C  -2.1688  1.6259  5.7333  -0.117
C  -4.3365  -2.0904  -3.9290  -0.285
C  -0.1814  1.7068  7.1162  -0.061
C  4.3102  -0.8847  1.1212  -0.187
C  1.5653  0.3635  1.3148  -0.316
C  -5.7494  1.3767  -4.1114  -0.018
C  -4.5796  0.3776  2.6575  -0.345
C  -1.8015  -3.2909  4.0230  -0.116
C  -4.3380  -4.4649  3.9174  -0.072
C  -5.2288  1.4701  3.2461  -0.112
C  -4.8552  0.2280  -3.7193  -0.281
C  -2.9249  -2.5017  3.7487  -0.331
C  -4.1935  -3.0918  3.6960  -0.123
C  -3.0632  -0.5698  -2.5353  -0.702
C  -6.4391  1.9354  2.7214  -0.062
C  -5.1534  -1.1005  -4.3030  0.041
C  -3.2147  -5.2514  4.1917  -0.067
C  -5.1517  -0.2444  1.5401  -0.121
C  -0.3763  0.0427  5.3686  -0.115
C  -7.0057  1.3109  1.6065  -0.060
C  -4.4704  -3.5020  -4.4069  -0.007
C  2.7708  -0.1752  -1.4220  -0.220
C  -1.4576  2.2392  0.4318  -0.653
C  0.3512  0.6243  6.4115  -0.058
C  -1.9468  -4.6643  4.2441  -0.065
C  1.8370  -2.5011  0.3387  -0.175
C  -1.4411  2.2073  6.7769  -0.067
C  -6.3616  0.2205  1.0157  -0.059
H  -6.9381  2.7797  3.1792  0.110
H  -3.5627  -3.8151  -4.9335  0.098
H  1.7324  -2.8803  1.3597  0.038
H  -5.3196  -4.9191  3.8769  0.106
H  -6.7991  -0.2641  0.1526  0.107
H  3.4068  -0.8460  -2.0070  0.048
H  -3.1370  2.0240  5.4886  0.072
H  -4.6313  -4.1784  -3.5609  0.096
H  -5.3140  -3.6205  -5.0951  0.093
H  2.4603  -3.2035  -0.2224  0.041
H  1.8180  1.4436  1.3002  0.032
H  -1.1571  4.2011  0.0459  0.122
H  -5.1477  2.1547  -4.5902  0.095
H  1.2639  0.0675  2.3405  -0.009
H  4.2435  -1.2444  2.1527  0.029
H  0.0463  -0.7920  4.8279  0.085
H  -5.9845  -1.2237  -4.9825  0.120
H  3.2188  0.8226  -1.4434  0.060
H  -1.0771  -5.2731  4.4555  0.109
H  4.9549  -1.5684  0.5612  0.026
H  0.8448  -2.4828  -0.1224  0.006
H  -2.6820  -2.5538  -2.7638  0.145
H  -3.2474  1.7459  1.3591  0.085
H  -3.3268  -6.3142  4.3630  0.107
H  -7.9424  1.6714  1.2014  0.109
H  -6.5326  1.0593  -4.8047  0.078
H  -0.8181  -2.8453  4.0624  0.085
H  -4.8093  1.9628  4.1047  0.079
H  1.7927  -0.1213  -1.9101  -0.047
H  4.7842  0.1010  1.1321  0.031
H  -4.6582  -1.0897  1.0783  0.107
H  0.3811  2.1572  7.9238  0.110
H  -2.1658  0.4314  0.9962  -0.366
H  1.3273  0.2362  6.6726  0.111
H  -6.2187  1.7907  -3.2141  0.089
H  -5.0665  -2.4887  3.4860  0.088
H  1.0481  0.2066  -1.3049  0.020
H  -1.8543  3.0457  7.3227  0.109
H  -2.6788  3.8706  0.8235  0.111


Here is C29H39GaI2N10O2 as an isolated structure in a non-equilibrium geometry from OMol25. Energies are from ωB97M-V with the def2-TZVPD basis set.

frontier orbital gap = 5.314 eV
total charge = +2
electronic energy = -4346.0871 Ha

Each line ends with the Löwdin charge.
Element x y z (Å)
I  0.0902  0.3350  3.8885  0.989
I  -5.6627  -0.8134  3.0872  0.878
Ga  -0.1447  -0.0310  0.2126  0.439
O  4.2796  3.0379  -0.6685  -0.077
O  0.2849  -0.0858  -1.6104  -0.035
N  -1.3018  -1.5624  0.4493  0.011
N  -0.2573  -3.7320  0.9314  -0.056
N  1.6417  -0.1095  0.8417  -0.003
N  2.6545  0.6278  -4.1458  0.150
N  -4.6102  0.1628  -1.0966  -0.004
N  -1.5385  1.4321  0.3776  0.117
N  -2.1371  3.7716  0.1875  -0.074
N  0.0682  3.1554  0.0985  -0.087
N  -3.2154  0.3645  -0.9779  0.018
N  -0.9639  -3.3035  -1.1746  -0.051
C  4.0042  -2.3640  2.5618  -0.062
C  -3.2139  -0.1860  1.3561  -0.363
C  -0.0345  -3.8569  2.3680  -0.006
C  1.4845  0.3928  -3.5814  -0.243
C  2.5211  0.5837  0.0529  -0.021
C  3.7772  0.9763  -3.4234  -0.045
C  1.8953  -0.6747  3.2304  -0.568
C  -2.5344  -1.5249  1.3122  -0.146
C  0.2136  -4.9251  0.1650  -0.089
C  3.7545  1.1649  -2.0550  -0.160
C  3.8489  -1.9416  3.9036  -0.040
C  -5.3586  -0.1631  0.0158  -0.141
C  4.8624  1.9135  -1.4241  -0.169
C  1.0224  3.0953  1.1857  -0.069
C  2.7774  -1.1066  4.2519  -0.115
C  -4.7228  -0.3663  1.2328  -0.685
C  0.3244  0.0570  -4.4763  -0.003
C  -1.5673  -2.6898  -2.3178  -0.022
C  3.1577  -1.9163  1.5662  -0.023
C  2.2076  -0.9300  1.9196  -0.314
C  -1.4579  4.9434  -0.4368  -0.070
C  -0.8668  -2.7999  0.1054  -0.262
C  -2.8924  0.8666  0.3319  -0.352
C  0.0376  4.5483  -0.5732  -0.039
C  -3.4074  4.0233  0.7735  -0.016
C  1.3947  0.3909  -2.1435  -0.163
C  -1.2401  2.7679  0.3535  -0.249
C  2.6072  0.6684  -1.3407  -0.051
C  -0.3078  -4.6323  -1.2324  -0.093
H  -0.3190  -5.8832  0.5200  0.160
H  5.3887  1.2210  -0.6992  0.141
H  -2.8036  0.8840  -1.7601  0.149
H  4.5322  -2.3537  4.6510  0.122
H  5.5500  2.2249  -2.3010  0.155
H  0.2995  4.4321  -1.6433  0.131
H  3.3542  -2.2718  0.5381  0.135
H  1.0103  3.9767  1.9029  0.132
H  -0.1592  -2.8859  2.9009  0.081
H  1.3160  -4.9706  0.2956  0.135
H  -1.6228  5.8109  0.2243  0.133
H  0.6906  5.2514  -0.0705  0.119
H  -3.2147  -2.2809  0.9414  0.130
H  -3.5475  3.2256  1.4791  0.088
H  -1.8955  5.0951  -1.4096  0.125
H  -0.3925  -0.5305  -3.8754  0.045
H  -1.8473  -3.5194  -3.0688  0.134
H  -0.7832  -4.5330  2.7902  0.110
H  0.4743  -4.7784  -1.9734  0.134
H  0.9517  2.1322  1.6575  -0.006
H  -3.6068  1.6851  0.5073  0.121
H  -2.4909  -2.1506  -2.0621  0.091
H  4.9290  3.7053  -0.3945  0.103
H  0.9354  -4.2079  2.5021  0.068
H  -2.2345  -1.8054  2.3407  0.103
H  3.2943  1.1490  0.6209  0.156
H  -6.4537  -0.3306  -0.0788  0.134
H  -1.0596  -5.3801  -1.4141  0.122
H  4.6776  1.0140  -4.0213  0.124
H  -4.1757  3.9740  -0.0056  0.118
H  2.5148  -1.0055  5.2980  0.101
H  0.6964  -0.6315  -5.2548  0.101
H  -0.1491  0.9516  -4.9243  0.102
H  -4.8510  -0.1596  -1.9770  0.113
H  -3.3626  4.9719  1.3161  0.113
H  2.0089  3.0731  0.6950  0.080
H  -3.1113  0.2497  2.3522  0.092
H  -0.9004  -2.0313  -2.8838  0.057
H  4.8824  -2.8818  2.2022  0.115


Here is C29H39N2O14P2SY as an isolated structure from OMol25. Energies are from ωB97M-V with the def2-TZVPD basis set.

frontier orbital gap = 7.767 eV
energy above the lowest of the compared OMol25 structures with the same formula, charge and spin = 29.8 kcal/mol
electronic energy = -3410.9117 Ha

Each line ends with the Löwdin charge.
Element x y z (Å)
Y  -0.4146  -0.1371  1.5220  1.544
S  0.1964  2.1725  3.3927  0.448
P  -0.2424  3.0220  -0.5230  0.503
P  0.1063  0.5498  -2.1324  0.477
O  -2.7884  -0.5370  2.2367  -0.007
O  0.2323  1.8946  4.9360  -0.186
O  0.1216  1.8863  0.3660  -0.358
O  2.6992  -0.9272  4.6413  0.141
O  -0.2072  -0.0461  -3.5647  -0.166
O  0.7120  4.2512  -0.5400  -0.139
O  -0.6552  -0.1902  -1.1079  -0.306
O  -1.5886  3.7479  -0.2626  -0.138
O  1.6211  -1.4400  2.7314  0.015
O  1.6730  0.5942  -1.9674  -0.198
O  -4.2254  -0.1231  3.8739  0.145
O  1.1993  1.2862  2.7562  -0.372
O  -1.1131  1.7036  2.8728  -0.384
O  0.4115  3.5761  3.2528  -0.249
N  -0.8671  -9.8878  -1.6869  0.148
N  -0.7318  -0.7967  3.8796  0.079
C  -3.5555  3.5632  -1.6847  -0.041
C  -1.9365  -6.6948  -0.7798  -0.027
C  1.9707  -1.8531  -1.7078  -0.039
C  -0.8288  -8.8100  -1.2955  -0.198
C  0.3697  0.4787  5.5774  -0.193
C  1.1124  -0.6887  -5.4565  -0.032
C  0.4805  -5.6395  0.0941  -0.026
C  -0.5403  -2.3296  0.9011  -0.121
C  2.7204  3.7130  0.7529  -0.033
C  2.7787  3.8557  -1.7842  -0.041
C  3.0350  -0.1843  -0.1433  -0.018
C  0.4328  -6.9370  -0.3700  -0.030
C  0.4260  0.4718  -4.7643  -0.448
C  -0.6470  1.1201  -5.6131  -0.035
C  -0.7777  -7.4690  -0.8097  -0.246
C  -0.6726  -4.8473  0.1253  -0.250
C  0.3841  -0.5593  4.5468  -0.199
C  -3.1128  1.8606  0.1391  -0.040
C  -2.9715  3.2942  -0.3103  -0.390
C  -0.8218  0.2517  6.4207  -0.002
C  -1.9652  -0.1243  5.8004  -0.018
C  -1.8810  -5.3969  -0.3163  -0.021
C  -2.9837  -0.4134  3.4458  -0.443
C  -0.6077  -3.4990  0.5750  -0.136
C  2.1652  4.3572  -0.4941  -0.391
C  -0.2965  2.3055  -2.2003  -0.178
C  2.5761  -0.4786  -1.5546  -0.392
C  -1.9063  -0.4733  4.4200  -0.227
C  1.5969  -1.0211  3.8816  -0.478
H  1.3277  -7.5445  -0.3961  0.118
H  1.5507  -0.3584  -6.3972  0.089
H  -0.2095  1.5212  -6.5251  0.088
H  1.1783  -2.0397  -0.9831  0.051
H  -2.8715  -7.1141  -1.1241  0.118
H  0.3923  -1.4766  -5.6686  0.095
H  -3.4502  3.9538  0.4199  0.152
H  2.6853  2.7769  -1.8740  0.062
H  -2.7322  1.7384  1.1499  0.054
H  -1.1340  1.9348  -5.0834  0.071
H  3.7833  3.9567  0.8168  0.095
H  1.9043  -1.1004  -4.8368  0.072
H  1.3013  0.5725  6.1291  0.149
H  2.6113  2.6346  0.7303  0.053
H  3.4456  -1.2150  4.0893  0.139
H  2.1936  -0.2113  0.5622  0.050
H  1.4137  -5.2172  0.4386  0.115
H  -0.7788  0.4338  7.4825  0.109
H  3.8411  4.0989  -1.7887  0.092
H  3.5341  0.7762  -0.0637  0.078
H  1.5728  -2.0102  -2.7088  0.075
H  2.7605  -2.5851  -1.5417  0.097
H  -2.6174  1.1688  -0.5479  0.072
H  -1.4031  0.3868  -5.8859  0.093
H  1.1771  1.2120  -4.4660  0.131
H  -2.8855  -0.2116  6.3676  0.112
H  -4.6411  3.5991  -1.6100  0.090
H  -2.7716  -4.7857  -0.2952  0.118
H  2.2973  5.4452  -0.4334  0.148
H  2.2189  4.0792  1.6452  0.078
H  -4.1707  1.5932  0.1534  0.107
H  3.7170  -0.9702  0.1833  0.099
H  -1.3033  2.4003  -2.6018  0.059
H  3.4180  -0.3589  -2.2521  0.147
H  2.3239  4.3337  -2.6507  0.085
H  -4.2196  0.0090  4.8314  0.103
H  -3.3121  2.7732  -2.3945  0.070
H  0.3810  2.8307  -2.8708  0.074
H  -3.2111  4.5182  -2.0721  0.089


> What is the formula in the first record?

C29H39FeN4OS2SbSi